Here is a cluster of 14 separate species, C16H60N10O14 in total in a non-equilibrium geometry from the OMol25 dataset. Energies are from ωB97M-V/def2-TZVPD.

CARTESIAN COORDINATES (ANGSTROEM)
C: 3.4706 2.0653 2.3394
C: 3.3716 3.3773 3.0254
O: 4.5346 4.0363 2.7284
H: 4.4806 1.5703 2.4434
H: 3.3256 2.2473 1.2734
H: 2.7606 1.2973 2.7014
H: 3.3106 3.2863 4.0804
H: 2.4936 3.8803 2.7524
H: 4.6046 4.9023 3.1584
C: -1.6784 -1.7427 -5.9366
C: -1.2764 -0.7687 -4.8326
O: -2.4474 -0.2017 -4.2156
H: -0.7164 -2.0357 -6.3996
H: -2.3684 -1.3747 -6.6996
H: -2.1474 -2.6767 -5.5796
H: -0.6244 0.0533 -5.2076
H: -0.6474 -1.3667 -4.1466
H: -2.1314 0.3253 -3.4336
C: 0.2926 -0.5067 -0.2806
O: 0.1436 -1.1767 -1.4676
N: -0.2754 -0.7907 0.8514
N: 1.0436 0.5503 -0.1336
H: -0.7974 -1.6497 0.9074
H: 0.0596 -0.3587 1.7684
H: 1.7106 0.6043 -0.9806
H: 1.4416 0.9033 0.7574
C: -2.1774 2.1113 0.6394
O: -3.1914 3.0163 1.0284
N: -1.0134 2.5433 0.2794
N: -2.2134 0.8463 0.7064
H: -1.0674 3.5473 0.0294
H: -0.2284 1.9643 0.0594
H: -2.9164 0.4243 1.3074
H: -1.4084 0.2413 0.5704
C: -2.8904 -3.5607 1.1264
O: -1.5734 -3.0837 1.2754
N: -3.2384 -4.7527 0.7594
N: -3.9254 -2.8957 1.4644
H: -2.4594 -5.4447 0.6514
H: -4.2764 -4.9857 0.9694
H: -3.7274 -2.0437 2.0384
H: -4.9084 -2.9057 1.1514
C: 0.3016 1.9703 3.4004
O: 0.1686 0.7093 2.9554
N: 0.7256 2.2683 4.5924
N: -0.1424 3.0013 2.7624
H: 0.9426 1.3763 5.0784
H: 1.1966 3.1103 4.9044
H: -0.4684 2.8023 1.7744
H: -0.2744 3.9563 3.0794
C: 2.7266 -0.2287 -3.1096
O: 2.3726 -1.5177 -3.3016
N: 2.7536 0.6423 -4.0206
N: 3.1186 0.2353 -2.0046
H: 2.6516 0.4373 -5.0556
H: 2.8006 1.6183 -3.8456
H: 3.2106 -0.3697 -1.2006
H: 3.6056 1.1373 -1.8456
C: -1.2274 -3.9777 -2.4936
O: 0.0176 -3.3567 -2.9556
H: -1.4014 -3.6987 -1.4536
H: -1.0634 -5.0447 -2.5356
H: -2.1394 -3.7967 -3.0706
H: -0.0424 -2.4167 -2.7576
C: -0.3644 2.1943 -2.7226
O: -1.5414 1.5283 -2.2626
H: 0.4826 1.5983 -2.3606
H: -0.1774 3.2103 -2.4616
H: -0.2434 2.1153 -3.7776
H: -1.5664 1.6463 -1.2666
C: 0.9716 -3.3907 2.8114
O: 1.6146 -4.2867 3.7504
H: 1.6956 -2.5947 2.6264
H: 0.0206 -2.9597 3.1174
H: 0.8396 -3.7087 1.7874
H: 2.4876 -4.3047 3.4224
C: -3.6834 -1.5067 -1.6106
O: -3.9434 -0.1807 -1.4306
H: -2.5984 -1.4817 -1.6656
H: -4.1104 -1.8927 -2.6096
H: -4.0164 -2.1347 -0.7976
H: -3.3704 0.1583 -0.7166
C: 3.4966 -1.3237 1.0944
O: 3.9806 -0.1107 0.6024
H: 4.1586 -2.1807 0.8924
H: 2.4816 -1.6027 0.8044
H: 3.4456 -1.2007 2.1674
H: 4.9146 0.0853 0.8634
C: -2.6104 -0.4897 3.6014
O: -3.6964 -0.2897 2.6504
H: -1.8794 -1.1477 3.3084
H: -2.9414 -0.7787 4.6394
H: -2.1654 0.4303 3.8814
H: -4.5614 -0.2947 3.0884
C: 2.0886 4.1673 -0.4656
O: 1.4786 5.1023 -1.3886
H: 1.8956 3.1063 -0.6936
H: 1.5846 4.2093 0.5034
H: 3.1466 4.2203 -0.3966
H: 2.1336 5.7583 -1.4116

Computed properties:
Relative energy (zero: lowest compared OMol25 entry of this formula, charge and spin): 224.0 kcal per mole
Kohn-Sham gap: 7.926 eV
Calculated total energy: -61124.048 eV
Net charge: 0